1.
Formula: C5H14N2
Source: OMol25
Level of theory: the ωB97M-V functional and the def2-TZVPD basis

Each atom is followed by the atoms it is bonded to, with distances in Å.
Atoms and positions in Å:
1 C 0.365 -2.933 1.272  C2 1.534, H8 1.090, H9 1.083, H10 1.099
2 C 0.043 -1.585 0.616  C1 1.534, C3 1.534, H11 1.089, H12 1.091
3 C 0.742 -0.383 1.266  C2 1.534, C4 1.572, H13 1.080, H14 1.090
4 C 0.611 0.949 0.443  C3 1.572, N5 1.440, H15 1.104, H16 1.094
5 N -0.031 0.838 -0.841  C4 1.440, C6 1.451, H17 1.012
6 C -0.583 2.116 -1.250  N5 1.451, N7 1.432, H18 1.095, H19 1.107
7 N -1.163 2.003 -2.554  C6 1.432, H20 1.003, H21 1.002
8 H -0.550 -3.487 1.487  C1 1.090
9 H 1.078 -3.483 0.671  C1 1.083
10 H 0.946 -2.804 2.196  C1 1.099
11 H 0.326 -1.644 -0.433  C2 1.089
12 H -1.033 -1.438 0.512  C2 1.091
13 H 1.797 -0.607 1.317  C3 1.080
14 H 0.189 -0.217 2.190  C3 1.090
15 H 0.029 1.627 1.091  C4 1.104
16 H 1.603 1.411 0.426  C4 1.094
17 H -0.816 0.200 -0.834  N5 1.012
18 H 0.172 2.881 -1.040  C6 1.095
19 H -1.414 2.344 -0.555  C6 1.107
20 H -0.687 1.360 -3.159  N7 1.003
21 H -1.624 2.851 -2.823  N7 1.002

Summary:
- Multiplicity: 1
- HOMO energy: -8.592 eV
- Lowest unoccupied orbital energy: 1.150 eV
- SMILES string: CCCCNCN

=====

2.
Formula: C5H14N2
Source: OMol25
Level of theory: the ωB97M-V functional and the def2-TZVPD basis

Each atom is followed by the atoms it is bonded to, with distances in Å.
Atoms and positions in Å:
1 C -2.613 -0.218 -0.371  C4 1.542, H8 1.040, H9 1.090, H10 1.042
2 C 2.072 0.983 -0.331  C5 1.484, H11 1.154, H12 1.080, H13 1.137
3 C 1.302 -1.447 -0.066  C5 1.500, H14 1.068, H15 1.073, H16 1.128
4 C -1.301 -0.669 0.303  C1 1.542, N7 1.526, H17 1.138, H18 1.070
5 C 1.115 0.007 0.249  C2 1.484, C3 1.500, N7 1.457, H19 1.086
6 N -0.654 1.613 0.330  N7 1.484, H20 0.980, H21 1.003
7 N -0.236 0.296 -0.212  C4 1.526, C5 1.457, N6 1.484
8 H -2.349 0.028 -1.346  C1 1.040
9 H -3.221 -1.115 -0.483  C1 1.090
10 H -3.068 0.625 0.040  C1 1.042
11 H 2.180 0.807 -1.467  C2 1.154
12 H 1.962 2.026 -0.074  C2 1.080
13 H 3.082 0.772 0.147  C2 1.137
14 H 0.747 -1.748 -0.928  C3 1.068
15 H 0.797 -1.903 0.763  C3 1.073
16 H 2.355 -1.808 -0.244  C3 1.128
17 H -1.638 -0.551 1.384  C4 1.138
18 H -1.072 -1.676 0.024  C4 1.070
19 H 1.213 -0.077 1.327  C5 1.086
20 H -0.307 1.705 1.242  N6 0.980
21 H -0.369 2.351 -0.286  N6 1.003

Summary:
- Multiplicity: 1
- HOMO energy: -9.164 eV
- Lowest unoccupied orbital energy: 1.188 eV
- SMILES string: CCN(N)C(C)C

=====

How do the energies compare? Relative to the most stable structure, in kcal/mol: 1 0.0; 2 26.8.

=====

1.
Formula: C3H9NO3
Source: OMol25
Level of theory: the ωB97M-V functional and the def2-TZVPD basis

Each atom is followed by the atoms it is bonded to, with distances in Å.
Atoms and positions in Å:
1 O 2.148 -0.072 0.256  C2 1.202
2 C 1.355 -0.032 1.159  O1 1.202, C3 1.524, H7 1.105
3 C -0.124 -0.346 0.975  C2 1.524, C4 1.531, N6 1.450, H8 1.087
4 C -0.672 0.961 0.395  C3 1.531, O5 1.421, H9 1.090, H10 1.083
5 O -2.084 0.832 0.306  C4 1.421, H11 0.965
6 N -0.403 -1.506 0.150  C3 1.450, H12 1.008, H13 1.014
7 H 1.544 0.476 2.122  C2 1.105
8 H -0.579 -0.476 1.954  C3 1.087
9 H -0.296 1.062 -0.623  C4 1.090
10 H -0.385 1.822 0.987  C4 1.083
11 H -2.484 1.710 0.310  O5 0.965
12 H -1.396 -1.659 0.229  N6 1.008
13 H -0.097 -1.331 -0.801  N6 1.014
14 H 1.298 -0.823 -3.183  O16 0.974
15 H 1.362 -0.317 -1.719  O16 0.968
16 O 0.814 -0.302 -2.517  H14 0.974, H15 0.968

Summary:
- Multiplicity: 1
- HOMO energy: -9.315 eV
- Lowest unoccupied orbital energy: 0.721 eV
- SMILES string: N[C@@H](C=O)CO.O

=====

2.
Formula: C3H9NO3
Source: OMol25
Level of theory: the ωB97M-V functional and the def2-TZVPD basis

Each atom is followed by the atoms it is bonded to, with distances in Å.
Atoms and positions in Å:
1 C -0.997 0.501 1.078  N3 1.459, H7 1.097, H8 1.095, H9 1.093
2 C -1.396 -0.129 -1.219  N3 1.459, H6 1.095, H10 1.096, H11 1.093
3 N -0.439 -0.122 -0.117  C1 1.459, C2 1.459, O4 1.585
4 O -0.316 -1.655 0.265  N3 1.585, H5 0.978
5 H 0.631 -1.897 0.220  O4 0.978
6 H -2.284 -0.722 -0.977  C2 1.095
7 H -1.621 -0.197 1.649  C1 1.097
8 H -1.616 1.374 0.846  C1 1.095
9 H -0.182 0.830 1.728  C1 1.093
10 H -1.743 0.884 -1.452  C2 1.096
11 H -0.920 -0.544 -2.111  C2 1.093
12 C 1.998 0.187 -0.354  O13 1.355, O14 1.241, H16 1.102
13 O 2.329 1.180 0.505  C12 1.355, H15 0.978
14 O 2.213 -0.996 -0.049  C12 1.241
15 H 2.293 0.763 1.388  O13 0.978
16 H 2.051 0.541 -1.397  C12 1.102

Summary:
- Multiplicity: 1
- HOMO energy: -9.760 eV
- Lowest unoccupied orbital energy: 0.794 eV
- SMILES string: CN(C)O.O=CO

=====

3.
Formula: C3H9NO3
Source: OMol25
Level of theory: the ωB97M-V functional and the def2-TZVPD basis

Each atom is followed by the atoms it is bonded to, with distances in Å.
Atoms and positions in Å:
1 C -0.740 0.228 0.700  N2 1.498, C6 1.492, H7 1.096, H8 1.083
2 N 0.653 -0.092 0.252  C1 1.498, C3 1.382, H9 1.001
3 C 1.778 0.707 0.330  N2 1.382, O4 1.383, O5 1.190
4 O 2.605 0.256 1.344  C3 1.383, H10 0.978
5 O 2.178 1.556 -0.401  C3 1.190
6 C -1.476 -1.065 0.807  C1 1.492, H11 1.087, H12 1.090, H13 1.097
7 H -0.651 0.685 1.693  C1 1.096
8 H -1.067 0.928 -0.059  C1 1.083
9 H 0.888 -1.030 -0.011  N2 1.001
10 H 3.422 0.776 1.210  O4 0.978
11 H -2.469 -0.903 1.218  C6 1.087
12 H -0.925 -1.862 1.306  C6 1.090
13 H -1.564 -1.484 -0.202  C6 1.097
14 H -0.169 0.117 -2.379  O16 0.977
15 H -1.415 0.654 -3.333  O16 0.940
16 O -1.049 0.531 -2.476  H14 0.977, H15 0.940

Summary:
- Multiplicity: 1
- HOMO energy: -9.345 eV
- Lowest unoccupied orbital energy: 0.674 eV
- SMILES string: CCNC(=O)O.O

=====

How do the energies compare? Relative to the most stable structure, in kcal/mol: 1 9.0; 2 46.0; 3 0.0.

=====

1.
Formula: C3H9NO3
Source: OMol25
Level of theory: the ωB97M-V functional and the def2-TZVPD basis

Each atom is followed by the atoms it is bonded to, with distances in Å.
Atoms and positions in Å:
1 O -1.702 -2.510 0.831  C2 1.233
2 C -1.127 -1.549 0.315  O1 1.233, N3 1.420, C6 1.506
3 N -1.222 -1.294 -1.079  C2 1.420, C4 1.365, H7 1.054
4 C -0.492 -0.575 -1.979  N3 1.365, O5 1.526, H8 1.033, H9 1.112
5 O 0.525 -1.462 -2.691  C4 1.526, H10 1.009
6 C -0.069 -0.834 1.114  C2 1.506, H11 1.113, H12 1.054, H13 1.133
7 H -1.750 -2.091 -1.525  N3 1.054
8 H -1.151 -0.220 -2.691  C4 1.033
9 H 0.039 0.335 -1.621  C4 1.112
10 H 1.024 -1.782 -1.874  O5 1.009
11 H -0.294 -1.186 2.146  C6 1.113
12 H 0.875 -0.936 0.657  C6 1.054
13 H -0.277 0.278 1.172  C6 1.133
14 H 1.038 4.742 2.388  O16 0.957
15 H 2.609 4.147 2.386  O16 1.017
16 O 1.973 4.937 2.452  H14 0.957, H15 1.017

Summary:
- Multiplicity: 1
- HOMO energy: -10.134 eV
- Lowest unoccupied orbital energy: 0.296 eV
- SMILES string: CC(=O)NCO.O

=====

2.
Formula: C3H9NO3
Source: OMol25
Level of theory: the ωB97M-V functional and the def2-TZVPD basis

Each atom is followed by the atoms it is bonded to, with distances in Å.
Atoms and positions in Å:
1 O 0.389 2.850 -0.854  C2 1.220
2 C 0.436 1.736 -0.357  O1 1.220, N3 1.416, C6 1.549
3 N 0.661 0.601 -1.173  C2 1.416, C4 1.418, H7 1.030
4 C 0.683 -0.760 -0.773  N3 1.418, O5 1.457, H8 1.179, H9 1.106
5 O -0.689 -1.211 -0.963  C4 1.457, H10 1.029
6 C -0.117 1.312 1.026  C2 1.549, H11 1.133, H12 1.149, H13 1.113
7 H 0.752 0.686 -2.195  N3 1.030
8 H 1.062 -0.934 0.330  C4 1.179
9 H 1.407 -1.361 -1.354  C4 1.106
10 H -1.266 -0.401 -1.223  O5 1.029
11 H 0.709 1.610 1.742  C6 1.133
12 H -0.370 0.192 1.074  C6 1.149
13 H -1.043 1.903 1.200  C6 1.113
14 H -0.114 -3.414 2.359  O16 0.915
15 H -1.391 -3.608 1.678  O16 0.967
16 O -1.000 -3.214 2.470  H14 0.915, H15 0.967

Summary:
- Multiplicity: 1
- HOMO energy: -10.087 eV
- Lowest unoccupied orbital energy: 0.587 eV
- SMILES string: CC(=O)NCO.O

=====

How do the energies compare? Relative to the most stable structure, in kcal/mol: 1 2.8; 2 0.0.

=====

1.
Formula: C5H13NS
Source: OMol25
Level of theory: the ωB97M-V functional and the def2-TZVPD basis

Each atom is followed by the atoms it is bonded to, with distances in Å.
Atoms and positions in Å:
1 C 1.384 1.337 0.543  N2 1.431, H8 1.104, H9 1.099, H10 1.073
2 N 0.855 0.123 1.085  C1 1.431, C3 1.436, H11 1.000
3 C 0.295 -0.929 0.284  N2 1.436, C4 1.597, C7 1.540, H12 1.101
4 C -0.941 -0.366 -0.557  C3 1.597, C5 1.547, H13 1.089, H14 1.095
5 C -1.843 0.518 0.335  C4 1.547, S6 1.849, H15 1.074, H16 1.100
6 S -3.184 1.359 -0.620  C5 1.849, H17 1.340
7 C 1.255 -1.618 -0.705  C3 1.540, H18 1.116, H19 1.100, H20 1.104
8 H 0.815 1.621 -0.359  C1 1.104
9 H 2.319 1.116 0.009  C1 1.099
10 H 1.431 2.166 1.223  C1 1.073
11 H 1.122 -0.119 2.018  N2 1.000
12 H -0.278 -1.560 0.980  C3 1.101
13 H -1.616 -1.161 -0.868  C4 1.089
14 H -0.587 0.264 -1.379  C4 1.095
15 H -1.304 1.327 0.794  C5 1.074
16 H -2.189 -0.161 1.127  C5 1.100
17 H -2.180 2.017 -1.216  S6 1.340
18 H 1.449 -2.520 -0.077  C7 1.116
19 H 2.325 -1.481 -0.923  C7 1.100
20 H 0.873 -1.933 -1.692  C7 1.104

Summary:
- Multiplicity: 1
- HOMO energy: -8.218 eV
- Lowest unoccupied orbital energy: 0.946 eV
- SMILES string: CN[C@H](C)CCS

=====

2.
Formula: C5H13NS
Source: OMol25
Level of theory: the ωB97M-V functional and the def2-TZVPD basis

Each atom is followed by the atoms it is bonded to, with distances in Å.
Atoms and positions in Å:
1 C 0.248 -1.175 -0.251  C2 1.572, C5 1.565, H8 1.143, H9 1.112
2 C -1.019 -0.964 -1.159  C1 1.572, C3 1.620, H10 1.160, H11 1.110
3 C -2.409 -0.399 -0.548  C2 1.620, S4 1.879, H12 1.161, H13 1.087
4 S -2.607 -0.074 1.292  C3 1.879, H14 1.394
5 C 0.620 0.151 0.492  C1 1.565, N6 1.482, H15 1.055, H16 1.100
6 N 1.467 1.110 -0.256  C5 1.482, C7 1.435, H17 1.013
7 C 2.656 1.454 0.471  N6 1.435, H18 1.210, H19 1.136, H20 1.126
8 H 1.226 -1.565 -0.696  C1 1.143
9 H -0.110 -1.924 0.489  C1 1.112
10 H -1.216 -2.007 -1.625  C2 1.160
11 H -0.860 -0.310 -2.041  C2 1.110
12 H -2.508 0.589 -1.149  C3 1.161
13 H -3.212 -1.087 -0.802  C3 1.087
14 H -3.460 -1.073 1.760  S4 1.394
15 H -0.233 0.689 0.804  C5 1.055
16 H 1.006 -0.144 1.479  C5 1.100
17 H 0.976 1.983 -0.409  N6 1.013
18 H 2.558 1.538 1.674  C7 1.210
19 H 3.306 2.361 0.255  C7 1.136
20 H 3.571 0.848 0.220  C7 1.126

Summary:
- Multiplicity: 1
- HOMO energy: -8.814 eV
- Lowest unoccupied orbital energy: 0.783 eV
- SMILES string: CNCCCCS

=====

How do the energies compare? Relative to the most stable structure, in kcal/mol: 1 0.0; 2 12.7.

=====

1.
Formula: C5H13NS
Source: OMol25
Level of theory: the ωB97M-V functional and the def2-TZVPD basis

Each atom is followed by the atoms it is bonded to, with distances in Å.
Atoms and positions in Å:
1 C -0.627 -1.573 0.414  C2 1.558, C4 1.516, H8 1.098, H9 1.094
2 C -0.172 -0.595 1.539  C1 1.558, S3 1.824, H10 1.089, H11 1.089
3 S -1.309 0.792 1.871  C2 1.824, H12 1.320
4 C -0.696 -0.997 -0.986  C1 1.516, N5 1.454, H13 1.093, H14 1.104
5 N 0.090 0.212 -1.173  C4 1.454, C6 1.467, H15 1.005
6 C 1.491 -0.033 -1.532  N5 1.467, C7 1.512, H16 1.096, H17 1.096
7 C 2.267 1.260 -1.649  C6 1.512, H18 1.096, H19 1.091, H20 1.082
8 H 0.167 -2.330 0.470  C1 1.098
9 H -1.449 -2.163 0.829  C1 1.094
10 H 0.818 -0.213 1.296  C2 1.089
11 H 0.001 -1.140 2.466  C2 1.089
12 H -2.259 0.189 1.180  S3 1.320
13 H -1.701 -0.681 -1.277  C4 1.093
14 H -0.502 -1.883 -1.617  C4 1.104
15 H -0.368 0.937 -1.697  N5 1.005
16 H 1.503 -0.644 -2.442  C6 1.096
17 H 1.938 -0.616 -0.718  C6 1.096
18 H 3.304 0.969 -1.853  C7 1.096
19 H 2.328 1.745 -0.675  C7 1.091
20 H 1.848 1.956 -2.364  C7 1.082

Summary:
- Multiplicity: 1
- HOMO energy: -8.392 eV
- Lowest unoccupied orbital energy: 0.993 eV
- SMILES string: CCNCCCS

=====

2.
Formula: C5H13NS
Source: OMol25
Level of theory: the ωB97M-V functional and the def2-TZVPD basis

Each atom is followed by the atoms it is bonded to, with distances in Å.
Atoms and positions in Å:
1 C 1.961 0.429 -0.614  C4 1.571, H8 1.156, H9 1.026, H10 1.083
2 C 1.216 -1.020 1.225  C4 1.473, H11 1.086, H12 1.071, H13 1.190
3 C -1.640 -1.069 -0.148  C5 1.565, H14 1.050, H15 1.114, H16 1.054
4 C 0.931 -0.675 -0.178  C1 1.571, C2 1.473, C5 1.518, H17 1.068
5 C -0.452 -0.063 -0.312  C3 1.565, C4 1.518, S7 1.981, H18 1.079
6 N -1.740 2.241 -0.406  S7 1.722, H19 1.070, H20 1.028
7 S -0.832 1.494 0.851  C5 1.981, N6 1.722
8 H 2.989 0.144 -0.168  C1 1.156
9 H 1.598 1.340 -0.314  C1 1.026
10 H 2.052 0.408 -1.693  C1 1.083
11 H 1.097 -0.210 1.938  C2 1.086
12 H 0.549 -1.788 1.561  C2 1.071
13 H 2.319 -1.408 1.448  C2 1.190
14 H -1.681 -1.225 0.890  C3 1.050
15 H -1.495 -1.999 -0.744  C3 1.114
16 H -2.551 -0.649 -0.470  C3 1.054
17 H 1.081 -1.447 -0.901  C4 1.068
18 H -0.772 0.491 -1.181  C5 1.079
19 H -2.694 1.758 -0.356  N6 1.070
20 H -1.936 3.250 -0.429  N6 1.028

Summary:
- Multiplicity: 1
- HOMO energy: -8.320 eV
- Lowest unoccupied orbital energy: 0.756 eV
- SMILES string: CC(C)[C@@H](C)SN

=====

3.
Formula: C5H13NS
Source: OMol25
Level of theory: the ωB97M-V functional and the def2-TZVPD basis

Each atom is followed by the atoms it is bonded to, with distances in Å.
Atoms and positions in Å:
1 C 1.457 -0.868 -0.528  C2 1.574, C4 1.543, H8 1.112, H9 1.122
2 C 1.409 -1.856 -1.753  C1 1.574, S3 1.798, H10 1.021, H11 1.082
3 S 0.988 -1.398 -3.440  C2 1.798, H12 1.350
4 C 0.443 0.266 -0.275  C1 1.543, N5 1.487, H13 1.092, H14 1.178
5 N -0.285 0.303 1.021  C4 1.487, C6 1.469, H15 1.003
6 C -1.721 0.603 1.098  N5 1.469, C7 1.498, H16 1.054, H17 1.133
7 C -1.991 1.553 2.224  C6 1.498, H18 1.167, H19 1.156, H20 1.027
8 H 1.609 -1.488 0.382  C1 1.112
9 H 2.392 -0.366 -0.894  C1 1.122
10 H 0.808 -2.604 -1.405  C2 1.021
11 H 2.428 -2.166 -1.943  C2 1.082
12 H 2.005 -0.532 -3.631  S3 1.350
13 H -0.280 0.260 -1.094  C4 1.092
14 H 1.063 1.255 -0.432  C4 1.178
15 H 0.180 0.739 1.796  N5 1.003
16 H -2.297 -0.279 1.147  C6 1.054
17 H -2.178 1.006 0.143  C6 1.133
18 H -1.345 2.523 2.161  C7 1.167
19 H -1.773 1.048 3.241  C7 1.156
20 H -2.915 1.999 2.182  C7 1.027

Summary:
- Multiplicity: 1
- HOMO energy: -8.362 eV
- Lowest unoccupied orbital energy: 0.926 eV
- SMILES string: CCNCCCS

=====

4.
Formula: C5H13NS
Source: OMol25
Level of theory: the ωB97M-V functional and the def2-TZVPD basis

Each atom is followed by the atoms it is bonded to, with distances in Å.
Atoms and positions in Å:
1 C 0.332 0.288 2.713  C2 1.512, C4 1.543, H8 1.098, H9 1.108
2 C 1.805 0.222 2.381  C1 1.512, S3 1.843, H10 1.095, H11 1.086
3 S 2.318 1.668 1.360  C2 1.843, H12 1.337
4 C -0.425 0.075 1.385  C1 1.543, N5 1.377, H13 1.194, H14 1.162
5 N 0.180 -0.115 0.163  C4 1.377
6 C -1.400 0.157 -2.763  C7 1.548, H15 1.130, H16 1.097, H17 1.157
7 C -0.788 -1.265 -2.790  C6 1.548, H18 1.018, H19 1.121, H20 1.069
8 H 0.043 -0.534 3.382  C1 1.098
9 H 0.043 1.251 3.179  C1 1.108
10 H 1.970 -0.656 1.747  C2 1.095
11 H 2.509 0.136 3.203  C2 1.086
12 H 1.681 1.110 0.325  S3 1.337
13 H -0.085 1.069 0.817  C4 1.194
14 H -1.547 -0.186 1.539  C4 1.162
15 H -1.152 0.611 -1.758  C6 1.130
16 H -0.997 0.820 -3.539  C6 1.097
17 H -2.549 0.126 -2.891  C6 1.157
18 H -0.229 -1.333 -1.942  C7 1.018
19 H -0.157 -1.432 -3.701  C7 1.121
20 H -1.552 -2.014 -2.808  C7 1.069

Summary:
- Multiplicity: 1
- HOMO energy: -8.777 eV
- Lowest unoccupied orbital energy: -0.099 eV

=====

How do the energies compare? Relative to the most stable structure, in kcal/mol: 1 0.0; 2 16.0; 3 26.1; 4 94.5.